{
  "formula": "C59H54BN8PdS3Sb",
  "method": "ωB97M-V/def2-TZVPD",
  "symbols": ["Pd", "C", "C", "C", "C", "N", "N", "B", "N", "N", "C", "C", "C", "C", "C", "C", "C", "C", "C", "C", "N", "N", "C", "C", "C", "C", "C", "C", "C", "C", "C", "C", "C", "C", "C", "C", "C", "C", "H", "H", "H", "H", "H", "H", "H", "H", "H", "H", "H", "H", "H", "H", "H", "H", "H", "H", "H", "H", "H", "H", "H", "H", "H", "H", "H", "H", "S", "C", "S", "C", "N", "N", "C", "C", "C", "C", "C", "C", "S", "H", "H", "H", "H", "H", "C", "C", "C", "C", "C", "C", "C", "Sb", "C", "C", "C", "C", "C", "C", "C", "C", "C", "C", "C", "C", "C", "C", "H", "H", "H", "H", "H", "H", "H", "H", "H", "H", "H", "H", "H", "H", "H", "H", "H", "H", "H", "H", "H"],
  "xyz": [[1.13, -0.42, 0.59], [5.64, -3.34, 1.24], [4.92, -2.08, 0.91], [5.40, -0.97, 0.25], [4.33, -0.08, 0.16], [3.26, -0.62, 0.76], [3.63, -1.85, 1.21], [2.64, -2.72, 2.01], [1.62, -3.49, 1.17], [0.53, -2.87, 0.69], [-0.16, -3.77, -0.01], [0.52, -5.00, 0.01], [1.64, -4.79, 0.78], [2.70, -5.76, 1.19], [-1.46, -3.51, -0.65], [-2.48, -2.86, 0.04], [-3.75, -2.73, -0.51], [-4.02, -3.26, -1.76], [-3.00, -3.90, -2.47], [-1.74, -4.01, -1.92], [1.93, -1.81, 3.05], [1.25, -0.65, 2.79], [0.84, -0.18, 3.98], [1.24, -1.06, 5.00], [1.92, -2.07, 4.37], [2.55, -3.27, 5.00], [0.08, 1.06, 4.23], [-0.33, 1.93, 3.09], [-0.86, 3.36, 3.41], [-1.19, 3.59, 4.85], [-0.91, 2.69, 5.79], [-0.22, 1.44, 5.48], [4.43, 1.27, -0.45], [5.65, 1.95, -0.32], [5.85, 3.17, -0.93], [4.84, 3.74, -1.70], [3.63, 3.08, -1.83], [3.43, 1.86, -1.20], [6.71, -3.17, 1.19], [5.40, -4.13, 0.53], [5.39, -3.70, 2.24], [6.40, -0.84, -0.13], [3.30, -3.53, 2.60], [0.20, -5.93, -0.43], [2.48, -6.73, 0.76], [2.74, -5.86, 2.28], [3.69, -5.45, 0.85], [-2.29, -2.48, 1.03], [-4.53, -2.23, 0.05], [-5.01, -3.17, -2.19], [-3.20, -4.30, -3.45], [-0.94, -4.50, -2.47], [1.07, -0.97, 6.05], [2.37, -3.23, 6.07], [3.62, -3.30, 4.83], [2.12, -4.19, 4.61], [0.52, 1.97, 2.41], [-0.22, 4.16, 3.04], [-1.68, 4.52, 5.11], [-1.17, 2.88, 6.82], [0.07, 0.82, 6.32], [6.44, 1.52, 0.28], [6.80, 3.68, -0.81], [5.00, 4.70, -2.19], [2.83, 3.52, -2.41], [2.48, 1.37, -1.29], [-1.23, 2.43, -5.31], [-0.43, 1.25, -4.49], [0.45, 1.53, -3.01], [0.73, -0.18, -2.84], [0.27, -0.88, -3.81], [-0.33, -0.09, -4.75], [-0.88, -0.77, -5.88], [-1.52, -1.98, -5.66], [-2.04, -2.68, -6.74], [-1.91, -2.17, -8.03], [-1.25, -0.96, -8.23], [-0.73, -0.26, -7.16], [1.65, -0.90, -1.55], [-1.59, -2.38, -4.66], [-2.54, -3.62, -6.58], [-2.31, -2.72, -8.87], [-1.14, -0.57, -9.23], [-0.22, 0.68, -7.31], [1.81, 3.33, 0.97], [0.69, 3.79, 0.07], [0.80, 5.10, -0.40], [-0.12, 5.67, -1.26], [-1.19, 4.90, -1.71], [-1.33, 3.60, -1.25], [-0.42, 3.03, -0.35], [-0.95, 1.06, 0.34], [-1.66, 1.61, 2.33], [-2.09, 3.10, 2.49], [-3.44, 3.36, 3.08], [-4.21, 2.36, 3.51], [-3.77, 0.98, 3.44], [-2.58, 0.60, 2.94], [-2.14, -0.83, 3.05], [-2.56, 0.64, -0.99], [-2.23, -0.23, -2.03], [-3.09, -0.45, -3.09], [-4.33, 0.18, -3.10], [-4.69, 1.00, -2.05], [-3.82, 1.25, -0.98], [-4.26, 2.19, 0.10], [2.76, 3.68, 0.58], [1.88, 2.25, 1.05], [1.70, 3.75, 1.97], [1.66, 5.69, -0.08], [0.01, 6.68, -1.61], [-1.91, 5.31, -2.41], [-2.15, 3.02, -1.62], [-2.00, 3.67, 1.56], [-3.77, 4.39, 3.16], [-5.19, 2.57, 3.92], [-4.42, 0.21, 3.85], [-1.60, -0.99, 3.98], [-1.46, -1.13, 2.26], [-3.01, -1.50, 3.05], [-1.30, -0.77, -1.99], [-2.81, -1.12, -3.89], [-5.01, 0.02, -3.93], [-5.66, 1.47, -2.04], [-5.34, 2.13, 0.26], [-4.02, 3.23, -0.14], [-3.78, 1.94, 1.05]],
  "mulliken_charge": [0.028, -1.570, 0.883, -1.547, -0.323, 0.100, 0.961, -0.616, 0.826, 0.061, -0.694, -1.515, 0.766, -1.272, 1.009, -0.323, -0.169, -0.782, -0.466, -0.624, -0.383, 1.076, 0.103, -1.361, 0.416, -1.604, 0.491, 0.669, -0.020, -1.148, -1.221, -0.678, 1.085, -0.855, -0.819, -0.632, -0.506, 0.554, 0.430, 0.160, 0.309, 0.639, -0.202, 0.578, 0.423, 0.196, 0.074, 0.476, 0.383, 0.417, 0.436, 0.475, 0.516, 0.412, 0.247, 0.262, -0.897, 0.170, 0.468, 0.372, 0.409, 0.480, 0.393, 0.412, 0.411, -0.434, -0.271, 0.130, -0.004, -0.054, -0.622, 0.759, 0.145, 0.282, -0.728, -0.520, -0.702, -0.467, -0.364, 0.276, 0.389, 0.387, 0.391, 0.439, -1.735, 0.370, -0.324, -1.042, -0.984, -0.397, 1.366, 3.237, 0.996, 0.498, -1.201, -0.944, -0.903, 0.595, -1.347, 0.793, -0.411, -0.040, -1.231, -0.928, 0.757, -1.124, 0.665, -0.351, 0.618, 0.438, 0.396, 0.482, 0.716, 0.323, 0.519, 0.421, 0.482, 0.440, -0.852, 0.763, -0.163, 0.069, 0.424, 0.456, 0.537, 0.314, -0.072],
  "charge": 0,
  "de_lowest_kcal_mol": 61.0,
  "e_homo_ev": [-7.580, -7.581],
  "molar_mass_da": 1210.3,
  "homo_lumo_gap_ev": [6.93, 6.93],
  "energy_ha": -4306.33378
}


{
  "formula": "C59H57CsIN3O8P2",
  "method": "ωB97M-V/def2-TZVPD",
  "symbols": ["Cs", "O", "C", "C", "C", "C", "C", "C", "C", "C", "N", "H", "H", "H", "H", "H", "H", "H", "H", "H", "H", "H", "O", "C", "O", "C", "C", "C", "C", "C", "C", "C", "C", "C", "N", "H", "H", "H", "H", "H", "H", "O", "C", "C", "C", "C", "C", "C", "P", "C", "C", "C", "C", "C", "C", "C", "C", "C", "C", "C", "C", "C", "C", "C", "C", "C", "C", "P", "C", "C", "C", "C", "C", "C", "C", "C", "C", "C", "C", "C", "H", "H", "H", "H", "H", "H", "H", "H", "H", "H", "H", "H", "H", "H", "H", "H", "H", "H", "H", "H", "H", "H", "H", "H", "H", "H", "H", "H", "O", "H", "H", "O", "H", "H", "O", "H", "H", "O", "H", "H", "I", "C", "C", "C", "C", "N", "C", "H", "H", "H", "H"],
  "xyz": [[1.24, 0.08, 1.02], [2.31, -2.72, 0.73], [3.58, -2.62, 0.13], [4.74, -2.66, 1.04], [4.69, -1.60, 2.17], [5.06, -0.18, 1.77], [6.41, 0.15, 1.86], [6.80, 1.40, 1.38], [5.86, 2.25, 0.82], [4.53, 1.84, 0.88], [4.13, 0.66, 1.36], [2.12, -3.56, 1.20], [3.54, -1.64, -0.32], [3.71, -3.36, -0.66], [5.69, -2.49, 0.46], [4.86, -3.65, 1.49], [5.34, -1.94, 3.00], [3.67, -1.59, 2.56], [7.12, -0.53, 2.27], [7.83, 1.68, 1.35], [6.08, 3.19, 0.32], [3.73, 2.51, 0.48], [-0.41, -2.26, 2.30], [0.35, -3.05, 2.91], [0.76, -4.15, 2.51], [1.02, -2.44, 4.13], [1.32, -3.24, 5.23], [2.03, -2.67, 6.25], [2.49, -1.34, 6.14], [3.04, -0.60, 7.22], [3.48, 0.68, 6.99], [3.38, 1.28, 5.71], [2.79, 0.61, 4.69], [2.27, -0.67, 4.92], [1.52, -1.26, 3.92], [0.97, -4.27, 5.26], [2.31, -3.21, 7.16], [3.13, -1.09, 8.16], [3.88, 1.31, 7.78], [3.82, 2.27, 5.58], [2.65, 1.02, 3.70], [-2.91, -0.39, -4.08], [-2.16, -1.32, -4.80], [-2.02, -1.27, -6.15], [-1.44, -2.31, -6.84], [-1.06, -3.44, -6.16], [-1.04, -3.44, -4.78], [-1.58, -2.36, -4.05], [-1.27, -2.16, -2.23], [-2.88, -2.54, -1.48], [-3.97, -3.01, -2.27], [-5.16, -3.35, -1.68], [-5.30, -3.33, -0.32], [-4.28, -2.87, 0.49], [-3.03, -2.51, -0.07], [-0.27, -3.67, -1.95], [0.90, -3.78, -2.66], [1.65, -4.92, -2.62], [1.36, -5.92, -1.71], [0.27, -5.76, -0.85], [-0.56, -4.64, -1.01], [-3.26, 0.79, -4.65], [-4.24, 0.79, -5.64], [-4.58, 1.99, -6.25], [-4.00, 3.16, -5.82], [-3.14, 3.17, -4.72], [-2.80, 1.98, -4.09], [-1.95, 1.78, -2.45], [-3.46, 1.86, -1.42], [-4.62, 2.58, -1.76], [-5.74, 2.63, -0.98], [-5.73, 1.96, 0.20], [-4.63, 1.21, 0.59], [-3.49, 1.17, -0.22], [-1.39, 3.54, -2.36], [-2.02, 4.59, -1.70], [-1.46, 5.84, -1.64], [-0.24, 6.12, -2.22], [0.45, 5.07, -2.81], [-0.15, 3.79, -2.91], [-2.44, -0.43, -6.73], [-1.32, -2.17, -7.90], [-0.71, -4.30, -6.69], [-0.61, -4.23, -4.25], [-3.86, -3.05, -3.33], [-6.01, -3.62, -2.32], [-6.27, -3.55, 0.11], [-4.39, -2.86, 1.57], [-2.24, -2.12, 0.56], [1.17, -3.03, -3.41], [2.56, -5.02, -3.26], [1.95, -6.80, -1.68], [0.03, -6.45, -0.08], [-1.45, -4.49, -0.36], [-4.69, -0.15, -5.96], [-5.25, 2.02, -7.08], [-4.16, 4.12, -6.32], [-2.78, 4.09, -4.30], [-4.62, 3.14, -2.71], [-6.58, 3.26, -1.30], [-6.58, 1.94, 0.85], [-4.65, 0.62, 1.49], [-2.63, 0.53, 0.03], [-2.97, 4.44, -1.13], [-2.00, 6.68, -1.20], [0.16, 7.12, -2.09], [1.41, 5.25, -3.27], [0.37, 2.93, -3.35], [-2.09, -0.34, 3.00], [-2.68, -0.49, 3.78], [-1.44, -1.11, 2.90], [3.95, 3.27, -2.81], [4.22, 2.72, -3.57], [4.22, 2.78, -2.01], [-0.20, 2.60, 0.58], [-0.25, 2.58, 1.57], [-1.11, 2.83, 0.31], [1.89, 2.08, -1.23], [2.13, 2.76, -1.87], [1.20, 2.50, -0.67], [-0.91, 0.83, 7.13], [-0.03, 2.04, 5.68], [0.79, 3.10, 6.01], [1.34, 3.88, 4.99], [1.14, 3.50, 3.69], [0.32, 2.51, 3.34], [-0.28, 1.81, 4.31], [1.04, 3.33, 7.01], [1.96, 4.71, 5.20], [1.62, 4.08, 2.89], [-0.89, 0.95, 4.02]],
  "mulliken_charge": [0.317, 0.131, -0.429, -1.049, 0.649, 0.179, -0.888, -0.591, -0.769, -0.617, 0.651, 0.058, 0.268, 0.270, 0.396, 0.474, 0.557, -0.961, 0.551, 0.411, 0.486, 0.573, -0.229, -0.508, -0.833, 0.810, -1.138, -0.904, 0.729, -0.841, -0.827, -1.091, 0.072, -0.231, 0.729, 0.539, 0.387, 0.495, 0.425, 0.485, 0.904, -0.062, 0.952, -0.588, -0.798, -1.018, -0.922, -0.431, 0.814, 1.158, -0.757, -0.591, -0.825, -0.574, -0.717, 0.403, -0.589, -0.508, -0.692, -0.447, -0.518, -0.734, -0.054, -0.626, -0.840, -0.278, 0.083, 0.994, 0.405, -0.161, -0.683, -0.738, -0.657, -0.184, 0.274, 0.053, -0.837, -0.665, -0.488, -0.857, 0.459, 0.400, 0.451, 0.762, 0.456, 0.359, 0.345, 0.468, 0.771, 0.532, 0.393, 0.404, 0.484, 0.172, 0.588, 0.451, 0.391, 0.491, 0.282, 0.399, 0.408, 0.570, 0.563, 0.257, 0.420, 0.388, 0.496, 0.566, -0.505, 0.227, 0.458, -0.661, 0.313, 0.305, -0.251, 0.431, 0.283, -0.433, 0.256, 0.306, 0.118, -0.724, -0.151, -1.035, -0.171, -0.018, -0.057, 0.469, 0.494, 0.339, 0.344],
  "charge": 0,
  "de_lowest_kcal_mol": 20.9,
  "e_homo_ev": -7.357,
  "molar_mass_da": 1257.9,
  "homo_lumo_gap_ev": 7.39,
  "energy_ha": -4049.28690
}


{
  "formula": "C59H57F8N2O3S",
  "method": "ωB97M-V/def2-TZVPD",
  "symbols": ["C", "O", "C", "C", "C", "C", "C", "C", "C", "O", "O", "N", "C", "C", "N", "C", "S", "H", "H", "H", "H", "H", "H", "H", "H", "H", "H", "H", "H", "H", "H", "H", "H", "H", "F", "C", "C", "C", "C", "C", "C", "H", "H", "H", "H", "H", "F", "C", "C", "C", "C", "C", "C", "H", "H", "H", "H", "H", "F", "C", "C", "C", "C", "C", "C", "H", "H", "H", "H", "H", "F", "C", "C", "C", "C", "C", "C", "H", "H", "H", "H", "H", "F", "C", "C", "C", "C", "C", "C", "H", "H", "H", "H", "H", "F", "C", "C", "C", "C", "C", "C", "H", "H", "H", "H", "H", "F", "C", "C", "C", "C", "C", "C", "H", "H", "H", "H", "H", "F", "C", "C", "C", "C", "C", "C", "H", "H", "H", "H", "H"],
  "xyz": [[0.64, -2.00, -5.60], [1.10, -1.46, -4.38], [2.08, -2.25, -3.75], [1.54, -3.58, -3.28], [2.40, -4.40, -2.38], [3.85, -4.22, -2.16], [4.45, -5.16, -1.11], [4.33, -4.57, 0.30], [2.93, -4.69, 0.81], [2.44, -5.73, 1.18], [2.25, -3.55, 0.68], [1.66, -5.28, -1.79], [0.24, -5.17, -2.16], [0.25, -3.67, -2.42], [-0.98, -3.09, -2.91], [-1.48, -2.20, -2.25], [-2.10, -1.10, -1.37], [-0.14, -2.75, -5.45], [1.45, -2.45, -6.17], [0.20, -1.19, -6.18], [2.46, -1.65, -2.92], [2.89, -2.44, -4.45], [1.36, -4.27, -4.12], [4.33, -4.35, -3.14], [4.01, -3.19, -1.84], [4.02, -6.15, -1.15], [5.51, -5.29, -1.32], [4.98, -5.11, 0.99], [4.63, -3.52, 0.33], [1.34, -3.70, 1.00], [1.98, -5.99, -1.13], [-0.45, -5.45, -1.37], [0.09, -5.76, -3.07], [0.50, -3.25, -1.44], [-0.35, -2.97, 1.76], [-0.04, -2.35, 2.94], [0.11, -0.98, 2.93], [0.43, -0.34, 4.12], [0.58, -1.07, 5.29], [0.41, -2.45, 5.27], [0.10, -3.11, 4.08], [-0.01, -0.43, 2.00], [0.55, 0.73, 4.13], [0.82, -0.57, 6.21], [0.53, -3.03, 6.18], [-0.04, -4.18, 4.04], [-0.17, 3.60, 3.70], [-0.90, 3.08, 2.69], [-0.52, 1.86, 2.16], [-1.28, 1.32, 1.13], [-2.38, 2.01, 0.64], [-2.74, 3.23, 1.19], [-2.00, 3.77, 2.23], [0.35, 1.35, 2.56], [-1.00, 0.37, 0.71], [-2.97, 1.58, -0.17], [-3.60, 3.76, 0.81], [-2.26, 4.72, 2.67], [-4.02, 6.67, 1.14], [-3.08, 7.59, 0.82], [-2.58, 7.60, -0.47], [-1.61, 8.54, -0.79], [-1.15, 9.43, 0.16], [-1.67, 9.39, 1.45], [-2.64, 8.47, 1.79], [-2.95, 6.89, -1.19], [-1.21, 8.57, -1.80], [-0.39, 10.16, -0.09], [-1.31, 10.09, 2.20], [-3.06, 8.42, 2.78], [1.15, 2.71, 5.66], [0.04, 3.11, 6.33], [-1.19, 2.83, 5.78], [-2.33, 3.23, 6.47], [-2.22, 3.91, 7.67], [-0.96, 4.19, 8.19], [0.19, 3.78, 7.52], [-1.26, 2.30, 4.84], [-3.31, 3.01, 6.05], [-3.10, 4.24, 8.19], [-0.87, 4.73, 9.13], [1.17, 3.98, 7.92], [-8.96, 0.41, -2.18], [-7.72, 0.92, -2.18], [-6.65, 0.07, -2.05], [-5.37, 0.60, -2.05], [-5.18, 1.97, -2.18], [-6.28, 2.81, -2.32], [-7.56, 2.29, -2.32], [-6.82, -1.00, -1.94], [-4.51, -0.05, -1.95], [-4.18, 2.39, -2.19], [-6.14, 3.88, -2.42], [-8.43, 2.92, -2.43], [1.49, -7.53, -5.34], [1.88, -8.59, -4.59], [1.76, -9.86, -5.11], [2.16, -10.93, -4.32], [2.67, -10.72, -3.04], [2.77, -9.42, -2.55], [2.38, -8.35, -3.33], [1.36, -10.01, -6.10], [2.08, -11.94, -4.70], [2.98, -11.55, -2.43], [3.16, -9.25, -1.55], [2.46, -7.33, -2.99], [4.44, -3.46, -5.55], [5.45, -2.66, -6.02], [5.62, -2.54, -7.38], [6.64, -1.72, -7.84], [7.47, -1.06, -6.94], [7.28, -1.21, -5.58], [6.25, -2.02, -5.10], [4.96, -3.07, -8.06], [6.79, -1.60, -8.90], [8.27, -0.43, -7.31], [7.92, -0.70, -4.88], [6.08, -2.15, -4.04], [-3.18, 8.10, 8.08], [-3.11, 8.04, 6.74], [-4.02, 8.77, 5.99], [-3.94, 8.70, 4.61], [-2.97, 7.92, 4.00], [-2.07, 7.20, 4.77], [-2.14, 7.26, 6.16], [-4.77, 9.37, 6.49], [-4.64, 9.27, 4.01], [-2.92, 7.87, 2.92], [-1.32, 6.59, 4.30], [-1.44, 6.71, 6.78]],
  "mulliken_charge": [-0.661, -0.437, -1.182, 1.062, -0.235, -0.857, -1.022, -0.782, 0.523, -0.597, -0.315, 0.500, -0.997, -0.053, -0.510, 0.692, -0.408, 0.270, 0.271, 0.284, 0.381, 0.344, 0.251, 0.496, 0.442, 0.297, 0.462, 0.435, 0.358, 0.318, 0.489, 0.512, 0.281, 0.526, -0.409, 0.279, 0.114, 0.082, -0.954, -0.426, -0.590, 0.233, 0.203, 0.443, 0.403, 0.492, -0.375, -0.729, -0.055, -0.401, 0.150, -0.766, -0.334, 1.401, -0.014, -0.102, 0.615, 0.564, -0.344, 0.556, -0.676, -0.336, -0.740, -0.530, -0.178, 0.474, 0.375, 0.385, 0.446, 0.226, -0.358, 0.263, 0.285, -0.766, -0.491, -0.571, -0.534, 0.461, 0.417, 0.443, 0.417, 0.460, -0.315, 0.393, -0.639, 0.292, -0.560, -0.419, -0.506, 0.427, -0.035, 0.527, 0.397, 0.420, -0.265, 0.176, -0.509, -0.402, -0.619, -0.470, 0.008, 0.455, 0.374, 0.402, 0.368, 0.509, -0.198, 0.620, -0.673, -0.357, -0.613, -0.475, -0.260, 0.420, 0.376, 0.385, 0.371, 0.381, -0.333, 0.475, -0.833, -0.527, 0.497, -0.554, -0.675, 0.418, 0.404, 0.482, 0.508, 0.500],
  "charge": 1,
  "e_homo_ev": -9.558,
  "molar_mass_da": 1026.2,
  "homo_lumo_gap_ev": 6.17,
  "energy_ha": -3814.21152
}